(1)
Computed, not measured: one molecule with the formula C3H2Cl2N2S in a non-equilibrium geometry, with wB97M-V/def2-TZVPD.

```
10
Properties=species:S:1:pos:R:3:forces:R:3:lowdin_charge:R:1
C -0.54976 -0.92063 0.93803 -1.1 -2.2 1.5 -0.262
C -0.43850 0.17533 1.67718 1.4 0.4 0.2 -0.461
C -0.04239 -0.39544 -1.24923 -0.8 1.6 -2.6 -0.426
N -0.46778 -1.09403 -0.37990 0.4 -0.6 -1.0 0.107
N -0.06808 0.30017 -2.25381 -2.9 -1.2 1.7 -0.538
S 0.20634 1.72028 1.08630 0.1 0.2 -0.5 0.547
Cl 1.09502 0.51720 -3.28024 2.9 0.6 -2.9 0.652
Cl 1.60586 1.51213 -0.52636 0.0 0.4 2.4 0.186
H -0.83361 -1.94600 1.21217 0.0 0.9 1.9 0.123
H -0.50710 0.13099 2.77586 0.0 0.1 -0.7 0.072
```
Positions in Å, forces in eV/Å.

Values from the calculation:
Structure (SMILES)   ClN=C=N/C=C\SCl
HOMO level   -8.847 eV
Gap between HOMO and LUMO   0.285 Eh

=====

(2)
Computed, not measured: a 2-piece molecular cluster, C3H2Cl2O2 overall in a non-equilibrium geometry, with wB97M-V/def2-TZVPD.

```
9
Properties=species:S:1:pos:R:3:forces:R:3:lowdin_charge:R:1
C -1.17513 1.54151 -0.83200 2.5 0.7 0.3 -0.075
C 0.11034 0.01544 0.98015 -1.7 1.9 1.4 -0.323
C 0.73577 -1.05937 0.25918 3.9 -0.5 -1.6 -1.042
O -0.37795 2.32035 -1.24132 -1.4 -0.9 0.3 0.022
O -0.00923 0.33336 2.11179 0.4 -0.7 -1.0 0.118
Cl 1.26284 -2.57819 1.21303 -0.7 1.0 -0.6 0.499
Cl -0.10308 -1.41547 -1.25890 -0.1 -0.4 0.4 0.600
H -2.22530 1.43699 -1.11704 -0.5 0.0 -0.2 0.069
H 1.78174 -0.59462 -0.11488 -2.3 -1.0 1.1 0.132
```
Positions in Å, forces in eV/Å.

Values from the calculation:
HOMO level (alpha / beta)   -8.449 / -8.490 eV
Gap between HOMO and LUMO (alpha / beta)   0.297 / 0.288 Eh

=====

(3)
Computed, not measured: C3H2Cl2O4TiY as an isolated structure in a non-equilibrium geometry, with wB97M-V/def2-TZVPD.

```
13
Properties=species:S:1:pos:R:3:forces:R:3:mulliken_spin:R:1
Y -1.37454 -1.11560 -2.49663 -3.4 -5.0 1.5 0.000
Ti -0.62277 1.37419 1.82284 -5.6 0.9 -0.1 1.008
Cl -0.72625 -2.82510 -0.84804 -0.4 1.8 -1.0 0.000
Cl -1.45440 2.90966 0.52292 0.8 -1.2 0.9 -0.074
C 1.27302 1.51193 1.98565 13.9 -0.3 2.7 -0.040
C 0.49428 -2.10647 -3.69072 6.3 -0.5 -3.9 0.000
C -0.03504 0.50192 -3.16873 9.5 4.7 -2.0 0.000
O 2.43189 1.40551 2.28378 -8.8 1.0 -2.4 0.108
O 1.50980 -2.17576 -4.26026 -5.7 -0.1 3.2 0.000
O 1.07978 0.81658 -3.33499 -6.6 -1.3 0.8 0.000
O -0.88599 0.09488 3.37701 0.3 0.1 0.2 -0.003
H -1.53456 0.09864 4.12377 -0.1 0.0 -0.1 0.000
H -0.15522 -0.49038 3.68339 -0.2 -0.1 0.1 0.000
```
Positions in Å, forces in eV/Å.

Values from the calculation:
Total charge   +4
HOMO level (alpha / beta)   -25.466 / -25.466 eV
<S²>   0.76
Spin multiplicity   2
Gap between HOMO and LUMO (alpha / beta)   0.270 / 0.282 Eh

=====

(4)
Computed, not measured: one molecule with the formula C3H2Cl2S in a non-equilibrium geometry, with wB97M-V/def2-TZVPD.

```
8
Properties=species:S:1:pos:R:3:forces:R:3:lowdin_charge:R:1
C 1.00714 0.43918 -0.53621 -1.0 -0.1 2.8 -0.590
C 0.17528 -0.19310 0.35723 1.4 -1.1 -1.1 -0.790
C -1.30054 -0.16288 0.23447 0.5 -0.8 -0.6 -0.680
H 0.60289 1.20139 -1.06967 -2.3 1.6 -1.8 0.005
H -1.58923 0.72400 -0.32377 -0.7 0.0 0.1 0.060
S -2.24038 -1.43178 0.65307 0.1 1.5 -0.3 0.687
Cl 2.63380 0.93437 -0.64340 1.0 -1.3 0.6 0.671
Cl 0.71103 -1.51118 1.32827 0.9 0.3 0.4 0.639
```
Positions in Å, forces in eV/Å.

Values from the calculation:
Structure (SMILES)   S=C/C(Cl)=C/Cl
HOMO level   -9.137 eV
Gap between HOMO and LUMO   0.283 Eh

=====

(5)
Computed, not measured: C3H2Cl4I2 as an isolated structure in a non-equilibrium geometry, with wB97M-V/def2-TZVPD.

```
11
Properties=species:S:1:pos:R:3:forces:R:3:mulliken_spin:R:1
C -1.23129 -0.02821 -0.28625 0.1 1.4 0.8 -0.107
C -0.38073 -1.01268 0.34684 -1.0 -0.7 0.0 0.672
C 1.48494 0.92750 0.07702 2.7 -0.4 1.1 0.699
Cl 0.10730 -2.27021 -0.68247 0.1 -0.6 0.3 0.082
Cl -0.28593 -1.26818 2.07839 -0.3 0.2 -1.4 0.064
Cl 2.02419 1.27851 1.72582 -0.4 -0.3 -0.6 0.083
Cl 0.90771 2.26386 -0.69491 -0.7 1.4 -0.9 0.116
I -3.34957 -0.86296 -0.65985 0.7 0.4 0.2 0.275
I 2.94451 -0.21740 -1.01514 -0.5 0.4 0.3 0.096
H -0.88901 0.33659 -1.29790 -0.5 -0.9 1.2 0.013
H -1.33211 0.85319 0.40846 -0.4 -0.9 -0.8 0.007
```
Positions in Å, forces in eV/Å.

Values from the calculation:
HOMO level (alpha / beta)   -7.759 / -9.539 eV
<S²>   2.02
Spin multiplicity   3
Gap between HOMO and LUMO (alpha / beta)   0.270 / 0.260 Eh

=====

(6)
Computed, not measured: one molecule with the formula C3H2ClF3 in a non-equilibrium geometry, with wB97M-V/def2-TZVPD.

```
9
Properties=species:S:1:pos:R:3:forces:R:3:lowdin_charge:R:1
C -0.24048 -0.05228 -0.06712 -2.5 -2.7 -1.6 0.026
C -1.40607 0.32229 -0.92823 0.4 -3.4 1.8 -0.501
C -1.56711 -0.78714 0.25543 0.1 3.7 -0.8 -0.733
F -1.50628 -0.14818 -2.16769 0.2 0.1 -0.5 0.122
F -1.94050 1.50331 -0.82423 -0.5 1.0 0.2 0.174
F -2.21548 -0.24822 1.37034 0.5 -1.0 -0.9 -0.015
Cl -1.75630 -2.46887 -0.02877 -0.2 0.2 0.1 0.745
H 0.49873 -0.73817 -0.34227 1.1 -0.7 -1.2 0.102
H 0.07002 0.53942 0.67092 1.0 2.8 2.7 0.079
```
Positions in Å, forces in eV/Å.

Values from the calculation:
Structure (SMILES)   FC1(F)C[C@]1(F)Cl
HOMO level   -10.050 eV
Gap between HOMO and LUMO   0.399 Eh

=====

(7)
Computed, not measured: one molecule with the formula C3H2ClF3 in a non-equilibrium geometry, with wB97M-V/def2-TZVPD.

```
9
Properties=species:S:1:pos:R:3:forces:R:3:lowdin_charge:R:1
C -0.11351 0.42672 0.07677 -3.9 -1.9 1.1 -0.272
C -1.41554 -0.07355 0.27809 4.6 2.0 -1.3 -0.716
C 1.21283 -0.22151 -0.20878 -0.7 2.6 1.3 -0.179
F -0.06360 1.74564 0.16323 0.4 1.3 -0.2 0.071
F -2.39275 0.82930 0.23600 -0.4 -0.7 0.4 0.047
F 1.03183 -1.11760 -1.20143 0.9 -0.5 -0.4 -0.003
Cl -1.74411 -1.70967 0.36003 -0.6 -0.6 0.0 0.780
H 1.82065 0.71652 -0.41456 -0.2 -1.4 -0.8 0.146
H 1.66420 -0.59585 0.71064 0.0 -0.9 -0.2 0.126
```
Positions in Å, forces in eV/Å.

Values from the calculation:
Structure (SMILES)   FC/C(F)=C(/F)Cl
HOMO level   -9.136 eV
Gap between HOMO and LUMO   0.363 Eh

=====

(8)
Computed, not measured: one molecule with the formula C3H2ClF3O in a non-equilibrium geometry, with wB97M-V/def2-TZVPD.

```
10
Properties=species:S:1:pos:R:3:forces:R:3:lowdin_charge:R:1
C -0.74507 0.79592 -0.15714 0.6 1.3 -2.8 -0.688
C 0.56408 0.10883 -0.05516 1.8 -1.6 1.3 -0.536
C 0.30991 -1.39362 0.28822 -1.6 0.1 -1.2 -0.096
H -1.26042 0.39549 -1.08119 0.2 0.4 1.3 0.152
H 1.00398 -1.90750 0.95550 0.3 0.0 0.1 0.141
O -0.66573 -1.91725 -0.20673 1.2 0.2 0.7 0.099
F -1.37566 0.61250 0.96475 -1.6 -0.2 1.7 0.065
F 1.39526 0.59107 0.95522 -0.9 -0.1 -1.1 0.065
F 1.21813 0.16516 -1.22994 0.2 0.2 0.0 0.112
Cl -0.44446 2.54939 -0.43351 -0.2 -0.3 0.0 0.687
```
Positions in Å, forces in eV/Å.

Values from the calculation:
Structure (SMILES)   O=CC(F)(F)[C@@H](F)Cl
HOMO level   -10.959 eV
Gap between HOMO and LUMO   0.401 Eh

=====

(9)
Computed, not measured: one molecule with the formula C3H2ClF5O in a non-equilibrium geometry, with wB97M-V/def2-TZVPD.

```
12
Properties=species:S:1:pos:R:3:forces:R:3:lowdin_charge:R:1
C 0.48372 1.49290 0.05174 -0.2 2.1 0.0 -0.499
C 0.46071 -0.81070 -0.44895 0.5 -1.0 0.8 -0.598
C -0.79049 -1.06748 0.44944 -0.7 -0.4 -1.4 -0.617
H -0.24219 1.62879 -0.71714 -1.2 -0.2 -0.1 0.141
H 1.15971 -1.69444 -0.37812 -0.7 1.2 0.2 0.155
O 1.14202 0.34558 -0.02911 1.1 -2.2 0.3 0.011
F 1.36430 2.49622 -0.21187 0.2 -0.2 0.7 0.097
F -0.01541 1.66391 1.31318 0.4 0.3 -0.6 0.100
F -1.54153 -2.16438 0.05173 1.5 1.1 0.7 0.104
F -0.40159 -1.18940 1.70112 -0.2 -0.4 0.2 0.191
F -1.61277 -0.02118 0.32878 -0.3 -0.2 0.3 0.134
Cl -0.00648 -0.67983 -2.11079 -0.4 0.0 -1.0 0.782
```
Positions in Å, forces in eV/Å.

Values from the calculation:
Structure (SMILES)   FC(F)O[C@H](Cl)C(F)(F)F
HOMO level   -11.952 eV
Gap between HOMO and LUMO   0.464 Eh

=====

(10)
Computed, not measured: one molecule with the formula C3H2ClFOS in a non-equilibrium geometry, with wB97M-V/def2-TZVPD.

```
9
Properties=species:S:1:pos:R:3:forces:R:3:lowdin_charge:R:1
C -1.00762 0.42354 -0.09636 -0.8 -0.8 -0.4 -0.773
C 0.03217 -0.68709 -0.00918 -0.8 0.2 0.1 -0.762
C 1.41681 -0.19243 0.31326 -0.8 2.0 -0.1 -0.302
H -2.03266 0.00739 0.09368 1.0 0.5 -0.4 0.111
H 1.45719 0.93491 0.19821 0.3 -0.8 -0.1 0.135
O 2.31899 -0.81615 0.75460 0.7 -1.0 0.2 0.104
F -0.76884 1.42110 0.77821 0.1 0.4 0.3 -0.025
S -0.48524 -2.17063 -0.25812 0.4 -0.6 0.0 0.868
Cl -0.93079 1.07937 -1.77430 -0.1 0.0 0.4 0.645
```
Positions in Å, forces in eV/Å.

Values from the calculation:
Structure (SMILES)   O=CC(=S)[C@@H](F)Cl
HOMO level   -9.715 eV
Gap between HOMO and LUMO   0.286 Eh

=====

(11)
Computed, not measured: one molecule with the formula C3H2ClFS2 in a non-equilibrium geometry, with wB97M-V/def2-TZVPD.

```
9
Properties=species:S:1:pos:R:3:forces:R:3:lowdin_charge:R:1
C -1.11504 -0.74576 0.85563 -4.0 -3.3 1.6 -0.684
C -0.69419 0.41070 0.54589 4.4 2.2 -0.8 -0.376
C 1.56712 0.44690 -0.96047 2.7 0.8 -0.2 -1.050
H -1.29116 0.93027 -0.13381 -0.8 1.2 -0.6 0.048
H 0.82397 0.05205 -1.62838 -0.3 -0.2 -0.2 0.018
F -0.64476 -1.71522 1.62113 0.1 0.7 -0.8 0.062
S 1.13260 0.94560 0.61175 -2.4 -0.8 0.3 0.865
S 3.16049 0.69562 -1.38171 -1.7 -0.4 0.1 0.558
Cl -2.93903 -1.02016 0.46998 2.2 -0.2 0.4 0.559
```
Positions in Å, forces in eV/Å.

Values from the calculation:
Structure (SMILES)   F/C(Cl)=C\SC=S
HOMO level   -9.128 eV
Gap between HOMO and LUMO   0.309 Eh

=====

(12)
Computed, not measured: one molecule with the formula C3H2ClN in a non-equilibrium geometry, with wB97M-V/def2-TZVPD.

```
7
Properties=species:S:1:pos:R:3:forces:R:3:lowdin_charge:R:1
C -1.21779 0.76865 0.07906 -0.8 1.3 0.5 -0.287
C 0.69277 -0.64985 -0.51942 -1.4 1.9 1.3 0.028
C 0.02663 0.21491 0.43182 3.7 -4.2 -3.2 -0.723
N -2.23727 1.27703 -0.11183 0.5 -0.4 -0.1 0.171
Cl 0.76782 0.38297 2.00984 -0.9 0.1 -0.5 0.646
H 1.54076 -1.34575 -0.25322 -0.9 1.3 0.0 0.073
H 0.42707 -0.64797 -1.63626 -0.1 0.0 2.0 0.092
```
Positions in Å, forces in eV/Å.

Values from the calculation:
Structure (SMILES)   C=C(Cl)C#N
HOMO level   -10.027 eV
Gap between HOMO and LUMO   0.348 Eh